{"formula": "C28H78N2O12", "method": "ωB97M-V/def2-TZVPD", "elements": ["C", "C", "C", "H", "C", "H", "H", "H", "H", "O", "H", "H", "O", "H", "H", "H", "H", "N", "C", "H", "H", "H", "C", "H", "C", "H", "O", "H", "H", "N", "H", "H", "H", "H", "H", "H", "H", "H", "C", "H", "H", "H", "C", "H", "C", "H", "C", "O", "H", "C", "C", "O", "H", "C", "H", "C", "C", "C", "C", "H", "H", "C", "H", "H", "O", "C", "H", "H", "H", "H", "H", "O", "H", "C", "H", "O", "H", "H", "C", "H", "H", "H", "C", "H", "C", "O", "C", "H", "O", "H", "H", "H", "C", "H", "H", "H", "H", "H", "H", "H", "C", "H", "H", "O", "H", "H", "H", "H", "H", "H", "H", "H", "H", "H", "C", "H", "O", "H", "H", "H"], "xyz": [[3.251, 3.737, -9.148], [-6.417, -1.006, 6.456], [4.942, 1.347, -10.359], [4.577, -5.471, 3.159], [-6.893, 1.307, 7.521], [-2.092, 4.774, -1.336], [-4.138, -0.939, 10.675], [5.726, -1.175, -1.882], [-4.496, 1.605, 8.925], [-4.245, -3.925, -2.696], [-0.116, -4.653, -3.757], [-6.161, 1.651, 6.790], [-0.733, -5.129, -4.312], [5.919, 3.553, -7.184], [2.149, 0.890, -9.634], [0.682, -6.049, 1.188], [-4.518, 2.267, 0.967], [-5.943, -0.582, 8.795], [-0.177, -0.910, -0.097], [-3.021, -1.088, 6.944], [0.138, -4.875, 0.403], [-0.616, -6.047, -4.068], [-8.318, -0.783, 7.919], [-1.362, 5.662, -2.320], [-6.248, 1.439, 0.109], [-3.976, -2.354, 9.684], [4.771, 0.592, -1.486], [-6.722, 1.819, 8.468], [2.495, 4.184, 6.822], [4.108, 1.881, -7.610], [3.277, 1.922, 4.805], [-8.976, -0.604, 7.069], [-8.234, -1.842, 8.162], [-6.188, 0.798, -1.755], [3.925, 1.838, -5.742], [1.603, -1.353, -0.746], [3.647, -5.269, 1.643], [7.886, 0.032, -2.428], [-4.045, -1.339, 7.220], [3.873, -1.497, -7.665], [-6.359, 0.693, 10.074], [1.655, 2.730, 6.726], [3.439, 2.692, 5.559], [2.468, 4.126, -8.497], [2.371, 0.461, -8.657], [-3.634, -4.194, -3.381], [4.428, 3.033, -8.551], [-1.954, 1.183, -5.386], [4.322, -7.201, 0.475], [-3.835, 0.864, 8.476], [-3.724, -1.294, 9.731], [3.387, 2.186, -6.456], [-7.309, 1.618, -0.063], [3.769, 0.529, -8.126], [5.660, 3.402, -10.309], [4.534, -5.710, 2.097], [4.747, 0.235, -9.348], [-4.442, -0.557, 8.550], [4.431, -7.192, 1.559], [-6.106, 0.493, 0.631], [5.410, -5.157, 1.758], [-4.950, -0.952, 6.023], [5.698, -0.164, -8.995], [-4.161, -2.418, 7.316], [-5.663, 1.369, -1.190], [-5.544, 2.601, 0.811], [5.337, -7.731, 1.838], [-3.812, 1.217, 7.445], [1.634, 0.972, -8.037], [5.721, 1.079, -11.072], [4.558, 4.521, -6.912], [0.024, -5.816, 0.533], [6.688, 0.674, -3.438], [5.422, 2.566, -9.651], [2.748, 2.930, -9.681], [1.457, 4.054, 5.054], [0.781, 4.580, 5.489], [-2.664, -1.107, 9.904], [0.206, -0.876, 1.390], [5.621, 4.923, -8.276], [6.393, 2.339, -9.211], [-6.008, 2.858, 1.763], [5.960, -0.183, -1.496], [-2.217, 1.858, -4.760], [6.959, 0.603, -2.385], [0.780, -1.833, -0.623], [2.212, 3.423, 6.095], [-1.076, 1.445, -5.666], [3.297, -7.850, 2.138], [4.125, 1.707, -10.985], [-2.803, 0.924, 8.823], [-0.174, 0.043, -0.626], [-6.871, -0.226, 7.709], [-4.660, -1.718, 5.304], [4.787, -0.537, -6.469], [-6.935, -0.508, 5.636], [3.571, 4.562, -9.784], [4.302, -0.599, -9.892], [-5.536, 3.492, 0.183], [-0.643, -0.412, 1.891], [3.889, -0.574, -7.086], [-1.172, -1.298, -0.316], [2.136, -0.591, -8.820], [-1.957, 5.692, -1.570], [-8.811, -0.434, 8.826], [3.026, -0.587, -6.422], [-7.855, 1.707, 7.198], [1.140, -0.326, 1.500], [6.273, -0.350, -0.466], [-4.736, 0.046, 5.642], [4.051, 3.412, 5.015], [-4.908, -3.408, -3.155], [7.169, 1.606, -2.013], [0.329, -1.833, 1.898], [5.152, 4.107, -7.726], [4.044, 2.309, 6.380], [-6.365, -0.267, 10.066], [-6.807, -2.024, 6.487], [3.280, -7.796, 3.096], [4.961, 1.445, -1.088]], "forces_ev_per_angstrom": [[-1.399, -1.040, -0.907], [0.062, 0.706, -1.281], [0.656, 0.694, -0.375], [-0.479, -0.942, 0.264], [-0.349, 0.091, -0.278], [-0.085, -0.235, 0.110], [-0.343, 0.032, 0.023], [-0.104, 0.184, -0.318], [0.337, -0.014, 0.654], [-0.082, -0.022, 0.255], [0.130, 0.186, 0.183], [0.189, -0.011, 0.148], [-0.204, 0.092, -0.217], [0.539, 0.205, -0.024], [0.750, 0.287, -0.248], [0.212, -0.185, 0.173], [0.093, 0.295, 0.180], [1.119, -2.373, -1.770], [0.840, -1.380, 0.787], [0.180, -0.159, 0.381], [-0.007, 0.340, -0.112], [-0.005, -0.248, 0.079], [0.688, -0.104, 1.480], [0.154, 0.051, -0.190], [-0.065, 0.680, -0.668], [0.325, -0.076, 0.011], [-1.000, -0.432, 0.139], [0.207, 0.020, 0.067], [0.530, 0.226, -0.076], [2.076, -0.756, -1.263], [-0.572, -0.228, 0.366], [0.278, -0.028, -0.070], [0.020, -0.217, -0.532], [-0.016, -0.079, 0.068], [0.185, 0.113, 0.118], [0.135, -0.020, -0.061], [0.026, 0.611, 0.340], [0.393, 0.190, 0.220], [-1.408, 1.325, 0.285], [0.101, -0.213, 0.266], [-0.100, 0.661, 0.563], [-0.683, -0.291, -0.401], [0.241, 0.986, -0.513], [0.460, -0.040, 0.626], [-1.500, -0.171, -0.861], [0.314, -0.116, -0.174], [0.655, 1.001, 1.811], [-0.123, -0.166, -0.061], [-0.173, 0.022, 0.194], [-0.706, 0.315, -0.903], [-1.418, 0.243, 0.481], [-0.860, 0.572, -0.136], [-0.225, 0.076, 0.556], [0.985, 1.549, -1.595], [-0.455, 0.128, -0.173], [-0.327, -0.350, -1.313], [-1.266, -0.625, 0.266], [1.037, -0.498, 0.362], [0.523, 0.963, 2.270], [-0.048, -0.004, 0.220], [0.081, -0.269, -0.663], [0.459, -0.349, 1.693], [0.221, 0.418, 0.157], [0.161, 0.001, 0.481], [0.467, -0.084, -0.240], [-0.177, -0.620, -0.090], [0.128, -0.198, -0.198], [0.063, -0.117, -0.290], [0.059, -0.440, 0.544], [0.002, -0.369, -0.090], [-0.438, 0.101, -0.322], [-0.144, -0.136, -0.103], [-0.653, 0.013, 0.174], [0.231, 0.438, 1.223], [-0.391, 0.551, -0.845], [0.275, -0.654, 0.299], [-0.106, 0.059, -0.103], [0.128, -0.139, -0.951], [-1.430, 1.082, -0.134], [-0.205, -0.185, -0.317], [0.010, -0.056, 0.534], [0.057, -0.142, 0.045], [0.086, 1.367, -0.769], [-0.129, 0.141, 0.169], [0.672, -1.438, 0.329], [-0.116, -0.143, -1.325], [0.254, -0.184, 0.306], [0.256, 0.020, -0.114], [-0.229, 0.010, -0.892], [-0.688, -0.865, 0.185], [-0.220, -0.010, 0.322], [0.442, 0.290, 0.309], [-0.020, -0.254, 0.003], [-0.626, 0.327, -0.620], [0.179, 0.096, -0.188], [-0.499, -0.164, -0.166], [-0.041, -0.219, -0.248], [-0.169, -0.288, 0.126], [-0.060, -0.113, -0.068], [0.336, 0.561, 0.553], [0.073, 0.076, 0.070], [0.045, -0.383, 0.347], [-0.475, -0.088, 0.370], [-0.078, 0.180, 0.086], [0.065, 0.685, -0.056], [-0.031, 0.060, -0.001], [-0.164, -0.283, -0.201], [-0.177, 0.222, 0.221], [0.552, 0.179, 0.015], [0.244, -0.039, -0.098], [0.193, 0.203, 0.131], [-0.156, 0.129, -0.091], [-0.063, -0.086, 0.168], [-0.056, -0.291, -0.698], [0.717, -0.939, 1.333], [-0.132, -0.121, -0.012], [0.071, 0.472, 0.013], [0.225, -0.040, 0.240], [0.408, 0.197, -0.009], [0.078, 0.009, 0.031]], "smiles": "CC1(C)CCCC(C)(C)N1O.CC1(C)CCCC(C)(C)N1O.CCO.CCO.CCO.CCO.CCO.O.O.O.O.O", "e_lumo_ev": 0.1, "homo_lumo_gap_ev": 8.2, "homo_ev": -8.12}

***

{"formula": "C28H79AsF6N13O11", "method": "ωB97M-V/def2-TZVPD", "elements": ["N", "H", "C", "C", "H", "H", "H", "H", "N", "H", "H", "F", "H", "H", "C", "H", "O", "H", "F", "N", "H", "H", "C", "H", "H", "H", "H", "H", "H", "C", "O", "H", "O", "H", "H", "N", "C", "C", "H", "H", "O", "N", "O", "H", "O", "C", "H", "H", "N", "H", "H", "C", "H", "H", "O", "C", "C", "H", "H", "F", "H", "C", "N", "F", "F", "H", "C", "N", "H", "H", "H", "C", "O", "H", "O", "H", "N", "H", "H", "H", "H", "H", "C", "N", "C", "H", "H", "H", "H", "N", "H", "H", "C", "H", "H", "H", "H", "C", "H", "C", "H", "N", "H", "H", "C", "O", "H", "H", "H", "H", "H", "C", "C", "C", "C", "H", "H", "H", "N", "O", "H", "C", "H", "H", "C", "As", "C", "H", "H", "H", "C", "H", "F", "H", "H", "H", "H", "H"], "xyz": [[0.503, -2.432, 3.621], [-2.830, -4.702, -1.502], [2.874, -4.195, 0.982], [1.162, 1.027, 5.029], [-2.892, -3.002, 0.029], [-2.084, 2.544, -0.404], [-3.007, 3.713, 5.551], [3.514, 0.345, -0.512], [4.490, 0.094, -0.588], [1.045, 3.103, 5.714], [-5.015, -1.161, -8.981], [0.252, 0.481, -1.780], [-3.630, 2.227, -6.079], [3.869, 6.198, -0.293], [-0.578, -2.620, 4.208], [3.407, -2.149, 0.426], [-0.171, -0.673, -5.842], [3.728, 0.651, 5.640], [-0.365, 1.708, 0.300], [-4.455, -2.290, 2.368], [0.091, 0.835, 5.099], [-3.824, -2.465, 3.137], [-4.261, -0.503, -9.413], [1.699, 4.044, -0.345], [4.023, -1.823, -2.896], [-2.422, -4.608, 2.895], [1.301, 5.740, 1.433], [3.313, -0.626, 3.758], [0.543, -1.601, 3.049], [2.699, 4.397, -0.595], [2.970, 4.298, -2.020], [-2.708, 3.775, 1.106], [-1.252, 3.067, 4.498], [-2.438, 1.949, -7.263], [4.499, -0.773, 2.434], [2.096, 6.741, -1.002], [0.641, 2.565, 3.096], [-4.259, -1.108, 1.805], [-1.214, -3.927, 0.941], [-2.215, 1.133, -3.930], [2.981, 2.468, 6.138], [1.394, -3.925, 0.809], [-5.040, -0.631, 0.986], [2.832, -1.049, -1.876], [-3.471, 0.139, -8.462], [-0.864, 2.518, 3.249], [-2.324, -0.342, -6.383], [1.095, 3.461, 3.521], [1.436, 1.451, 3.652], [-1.174, 1.700, -5.150], [-1.202, 1.501, 3.048], [2.324, 6.112, 1.367], [1.197, -3.482, -0.077], [-3.322, 3.445, 3.846], [-2.972, -4.930, 0.936], [3.626, -2.888, 1.197], [3.206, -4.855, -0.379], [2.696, 6.881, -1.803], [1.308, -3.191, 1.498], [1.962, 0.666, 0.070], [-4.882, 0.187, -9.984], [-2.801, -5.415, 2.267], [-2.908, 1.976, -0.543], [0.268, -0.319, 1.680], [-1.403, -0.657, -0.064], [1.137, 1.999, 6.999], [-0.827, -3.934, -2.087], [-2.726, -2.803, -0.948], [3.145, -4.069, -1.132], [0.911, 2.662, 2.045], [2.551, -5.638, -0.762], [-0.594, -0.260, -4.589], [-1.655, -1.994, 4.088], [5.187, 0.380, 0.085], [3.320, -2.397, 2.573], [0.272, -4.193, 5.137], [-3.224, -0.447, 2.210], [-3.020, 2.105, 4.867], [-2.914, 1.220, -1.213], [3.342, 2.199, -2.167], [0.216, 0.265, -4.082], [0.592, 1.157, -6.536], [-3.920, 2.360, 0.187], [-0.551, -3.616, 5.039], [-2.032, -4.060, -1.130], [1.292, -3.063, 3.614], [-1.438, -3.942, 5.395], [2.156, 7.159, 1.620], [2.826, -0.482, 2.060], [3.790, -1.153, -2.177], [-5.379, -2.688, 2.282], [-2.012, -2.105, -0.801], [4.811, -0.670, -1.616], [-3.094, 0.492, 1.861], [-4.449, 3.912, 1.260], [-0.377, -4.889, -2.358], [3.440, 3.879, 0.015], [-1.675, 0.792, -4.814], [4.837, 1.679, 6.588], [0.879, 0.109, -6.451], [-1.194, -3.505, -3.020], [-3.636, 3.445, 0.885], [4.705, -3.006, 1.088], [3.401, 0.717, 7.271], [-3.138, 1.417, -6.617], [5.939, -0.822, -2.006], [2.937, 5.602, 2.110], [-2.702, -0.810, 2.995], [-3.763, -1.140, -10.143], [0.042, -3.327, -1.831], [2.965, -4.854, 1.845], [1.561, 2.191, 6.013], [2.844, 5.866, -0.128], [2.803, 3.033, -2.617], [-4.190, 0.843, -7.538], [1.739, 2.820, -2.718], [-1.245, 3.305, 2.598], [1.806, 0.057, -5.880], [-2.714, 0.354, -5.764], [-5.091, 1.862, 0.127], [-3.796, -5.650, 2.644], [-1.740, -4.661, 0.329], [1.326, 6.193, -1.358], [1.408, 0.769, 2.908], [3.483, -1.009, 2.752], [0.258, 0.045, -0.038], [-2.699, 3.131, 4.683], [1.692, 0.095, 5.223], [-2.227, -6.340, 2.316], [-1.120, -5.555, 0.260], [3.805, 1.345, 6.477], [-4.636, 1.717, -8.013], [0.959, -1.533, -0.588], [-4.997, 0.242, -7.120], [4.202, -5.290, -0.305], [-0.960, -1.113, -4.017], [1.053, -0.340, -7.429], [3.044, 3.149, -3.673]], "forces_ev_per_angstrom": [[5.661, 2.863, -3.838], [0.518, -0.627, -0.551], [-2.270, -0.119, -2.187], [1.833, 1.094, 0.024], [-1.847, 1.125, 0.492], [0.024, -0.710, -0.759], [0.789, 0.170, -0.033], [0.651, 0.117, 0.620], [-0.397, 1.795, 2.619], [0.381, 0.049, -0.284], [-0.014, -0.233, 0.636], [-0.164, -0.302, 1.986], [0.002, -0.055, 0.621], [0.293, -0.339, 0.699], [-6.207, 0.054, 1.798], [-0.654, 0.159, 0.178], [1.348, -0.682, -1.406], [0.655, -0.116, -0.388], [1.085, -1.616, 0.252], [0.276, -1.987, 1.231], [-0.386, 0.155, -0.022], [-0.539, -0.728, 0.145], [-1.343, -0.416, -0.551], [-0.266, -0.216, -0.154], [-0.534, 0.189, -0.149], [0.497, -0.083, 0.166], [-0.125, -0.514, -0.070], [0.017, -0.731, 0.230], [0.243, -0.472, -0.297], [0.845, 0.588, -0.210], [0.297, 0.528, 1.706], [-0.415, -0.025, -0.263], [-0.581, -0.037, 0.710], [0.786, -0.320, -0.070], [0.207, 0.467, 0.253], [-0.272, 0.293, -0.361], [2.394, 1.030, -0.046], [-4.001, 1.093, -2.842], [0.366, 0.232, -0.001], [0.270, -0.325, 0.525], [-1.216, -0.265, -0.168], [1.253, -0.037, 1.825], [0.017, -0.692, -0.008], [0.221, -0.145, -0.006], [1.113, -1.768, -1.763], [-0.437, 1.243, 0.923], [0.236, -0.289, 0.061], [-0.506, 0.365, 0.401], [-3.432, 0.274, 0.057], [0.189, 0.214, -0.460], [-0.531, 0.032, -0.075], [0.195, -0.756, -1.377], [0.265, -0.070, -0.117], [0.689, 0.379, -0.518], [-0.218, -0.775, 0.539], [0.469, 0.069, 0.927], [1.254, 0.164, 0.715], [-0.226, 0.223, -0.347], [-1.124, 0.288, -0.022], [-2.076, -0.240, 0.595], [0.143, 0.562, -0.194], [-1.074, 0.451, -0.608], [2.491, -0.696, -1.272], [0.560, 0.310, -0.170], [2.716, 1.712, 0.087], [0.050, -0.527, 0.109], [-0.344, -0.700, -0.416], [0.612, 0.151, 0.857], [0.441, 0.086, -0.118], [-0.210, -0.495, -0.092], [-0.362, 0.017, 0.785], [-0.591, 1.366, 0.323], [0.774, 0.661, -0.323], [-0.233, 0.151, -0.477], [-0.473, -0.790, -0.567], [-0.392, -0.038, 0.093], [3.525, 2.002, 1.699], [-0.180, -0.133, 0.123], [-0.227, 0.054, 0.433], [0.135, 0.165, 0.145], [0.147, -0.378, 0.440], [-0.073, 0.071, -0.187], [-5.851, -2.622, -1.736], [-0.277, -3.439, 2.900], [0.784, -0.947, 0.948], [-0.096, 0.242, 0.023], [0.337, -0.010, 0.006], [0.767, 0.111, -0.300], [-0.142, 0.227, -0.127], [-4.691, -3.472, -3.869], [0.427, -0.014, 0.129], [-0.032, 0.121, -0.673], [3.406, 2.071, 1.576], [-0.100, -0.409, 0.000], [0.387, -0.006, 0.177], [-0.253, -0.327, 0.071], [0.073, -0.803, -0.220], [-0.910, 0.103, -0.018], [-0.336, -0.010, 0.271], [-0.790, -0.605, 0.440], [-0.132, 0.028, -0.079], [-0.273, 2.703, 2.635], [0.287, -0.237, 0.427], [0.183, 0.562, 0.789], [-2.277, 0.141, 0.316], [2.144, -0.826, -0.493], [0.028, 0.096, 0.089], [0.444, 0.319, -0.186], [0.832, 0.355, 0.337], [-0.419, 0.338, 0.712], [0.291, -0.069, -0.085], [0.691, -0.293, 0.363], [-0.760, 0.455, 0.632], [-1.007, 0.279, -0.754], [-0.158, 1.776, -0.047], [-0.325, -0.445, 0.657], [0.136, -0.745, -1.133], [0.068, -0.108, 0.246], [1.386, 0.298, 0.487], [3.270, 2.001, 0.377], [-0.098, 0.011, -0.083], [0.547, 0.321, -1.819], [-0.444, 0.208, -0.232], [1.050, -1.102, -0.114], [0.603, -0.119, -1.516], [-1.130, -0.088, -3.294], [-0.001, -1.446, 0.199], [-0.079, 0.065, -0.022], [0.431, 0.126, -0.063], [0.127, -0.249, 0.057], [-1.108, -0.370, -1.178], [-0.550, 0.177, -0.391], [-0.620, 1.800, 1.137], [0.158, -0.050, 0.603], [0.218, 0.154, -0.531], [0.134, -0.065, -0.052], [-0.090, 0.206, 0.032], [0.747, 0.017, 0.117]], "e_lumo_ev": [-0.7, -5.3], "homo_lumo_gap_ev": [7.3, 2.6], "homo_ev": [-7.97, -7.95], "s2": 0.754, "multiplicity": 2}